1.
{"formula": "C24H66BrN19O38PS", "method": "ωB97M-V with the def2-TZVPD basis set", "elements": ["N", "C", "C", "C", "C", "C", "C", "Br", "P", "O", "O", "S", "H", "H", "H", "H", "H", "H", "H", "H", "H", "H", "H", "H", "C", "N", "O", "O", "H", "H", "H", "C", "N", "O", "O", "H", "H", "H", "C", "N", "O", "O", "H", "H", "H", "C", "N", "O", "O", "H", "H", "H", "C", "N", "O", "O", "H", "H", "H", "C", "N", "O", "O", "H", "H", "H", "C", "N", "O", "O", "H", "H", "H", "C", "N", "O", "O", "H", "H", "H", "C", "N", "O", "O", "H", "H", "H", "C", "N", "O", "O", "H", "H", "H", "C", "N", "O", "O", "H", "H", "H", "C", "N", "O", "O", "H", "H", "H", "C", "N", "O", "O", "H", "H", "H", "C", "N", "O", "O", "H", "H", "H", "C", "N", "O", "O", "H", "H", "H", "C", "N", "O", "O", "H", "H", "H", "C", "N", "O", "O", "H", "H", "H", "C", "N", "O", "O", "H", "H", "H"], "positions_angstrom": [[-7.6951, 0.1168, -2.8319], [-6.7253, -0.8380, -2.6277], [-5.4558, -0.7446, -1.5995], [-4.4376, 0.5144, -1.8439], [-3.0730, 0.1524, -0.9945], [-2.9228, 0.9173, 0.4411], [-3.3129, 2.5046, 0.4507], [-4.1228, 2.8671, 2.2861], [-3.8482, 0.6653, -3.6553], [-2.7584, -0.6987, -3.9746], [-5.1113, 0.8394, -4.8376], [-2.7575, 2.3179, -3.7948], [-8.3873, -0.2208, -3.5550], [-6.8173, -1.8211, -3.2965], [-4.8968, -1.7951, -1.6079], [-5.9111, -0.6416, -0.5012], [-3.0460, -1.0171, -0.7572], [-2.1311, 0.3622, -1.6767], [-1.7699, 0.8565, 0.7464], [-3.4951, 0.3201, 1.2939], [-2.2917, 3.1121, 0.3772], [-4.0191, 2.8613, -0.4093], [-3.0417, -1.4756, -3.3775], [-5.1973, 1.8124, -5.0979], [-5.9217, 3.2148, -8.6577], [-5.4104, 4.0305, -7.5234], [-5.3997, 3.5020, -6.4057], [-5.0342, 5.1786, -7.7872], [-6.2159, 2.2324, -8.2821], [-6.7812, 3.7394, -9.0799], [-5.1148, 3.1226, -9.3875], [-4.0272, -5.1025, 0.3315], [-4.5157, -3.7496, -0.0490], [-5.7361, -3.5556, -0.0059], [-3.6601, -2.9205, -0.3801], [-4.8837, -5.7252, 0.5984], [-3.5022, -5.5179, -0.5311], [-3.3567, -4.9828, 1.1848], [-1.9992, -1.4490, 4.0058], [-1.7959, -2.4465, 2.9208], [-0.8407, -2.2651, 2.1568], [-2.6010, -3.3836, 2.8667], [-1.2223, -0.6849, 3.9334], [-2.9883, -1.0078, 3.8667], [-1.9310, -1.9792, 4.9579], [1.7969, -1.9448, 0.1455], [2.7457, -1.8809, 1.2898], [3.8799, -2.3395, 1.1110], [2.3249, -1.3720, 2.3353], [2.2986, -2.4140, -0.7035], [0.9378, -2.5395, 0.4626], [1.5039, -0.9214, -0.0972], [6.9274, -1.8264, 0.3533], [7.1428, -1.7719, -1.1178], [6.4273, -2.4938, -1.8218], [8.0243, -1.0058, -1.5243], [6.1265, -2.5374, 0.5669], [7.8637, -2.1510, 0.8117], [6.6504, -0.8231, 0.6832], [0.7973, 3.7644, -2.8458], [1.6179, 3.2477, -1.7175], [2.5362, 3.9680, -1.3091], [1.3170, 2.1335, -1.2735], [1.1721, 4.7490, -3.1334], [0.8931, 3.0585, -3.6733], [-0.2357, 3.8314, -2.4984], [2.2797, -2.5612, 5.5779], [1.8418, -1.1999, 5.9886], [0.7230, -0.8286, 5.6154], [2.6336, -0.5425, 6.6741], [1.4886, -3.0223, 4.9827], [3.1914, -2.4500, 4.9874], [2.4631, -3.1368, 6.4874], [5.5843, -1.5125, 8.2393], [5.6853, -2.9202, 7.7686], [5.0451, -3.2258, 6.7559], [6.4045, -3.6788, 8.4293], [4.9224, -0.9620, 7.5673], [5.1764, -1.5320, 9.2519], [6.5897, -1.0870, 8.2241], [1.1239, 5.0730, 2.0394], [0.1295, 5.5652, 1.0482], [-0.9183, 6.0502, 1.4906], [0.4289, 5.4509, -0.1461], [0.7307, 5.2359, 3.0451], [1.2759, 4.0079, 1.8526], [2.0460, 5.6382, 1.8896], [3.3372, -2.5321, -3.7812], [3.3263, -3.9091, -3.2179], [3.2766, -4.8485, -4.0203], [3.3679, -4.0080, -1.9860], [3.2971, -2.5957, -4.8706], [2.4603, -2.0102, -3.3928], [4.2621, -2.0507, -3.4569], [-8.0675, 4.0004, 2.0156], [-8.4012, 3.4471, 3.3558], [-7.7140, 3.8253, 4.3115], [-9.3438, 2.6486, 3.4104], [-7.2229, 4.6853, 2.1165], [-7.8079, 3.1607, 1.3677], [-8.9499, 4.5280, 1.6479], [1.9899, -8.0318, -4.9106], [0.9955, -7.5395, -5.9017], [-0.0523, -7.0546, -5.4593], [1.2949, -7.6539, -7.0961], [1.5967, -7.8688, -3.9049], [2.1419, -9.0968, -5.0974], [2.9120, -7.4666, -5.0604], [-7.6052, 7.6666, -6.7646], [-8.3395, 8.1093, -7.9805], [-7.8031, 7.8974, -9.0742], [-9.4338, 8.6569, -7.8025], [-6.6640, 7.2040, -7.0692], [-7.4196, 8.5508, -6.1515], [-8.2374, 6.9461, -6.2418], [4.4659, -8.1602, -1.9063], [4.5669, -9.5680, -2.3769], [3.9268, -9.8736, -3.3896], [5.2862, -10.3266, -1.7163], [3.8041, -7.6097, -2.5782], [4.0580, -8.1797, -0.8936], [5.4714, -7.7347, -1.9214], [9.8977, -2.7126, 7.3098], [9.4092, -1.3598, 6.9294], [8.1888, -1.1658, 6.9725], [10.2648, -0.5307, 6.5983], [9.0412, -3.3353, 7.5768], [10.4227, -3.1281, 6.4473], [10.5682, -2.5929, 8.1632], [-0.0073, -5.5797, 8.4973], [0.0388, -4.6638, 7.3258], [0.2143, -3.4613, 7.5539], [-0.1026, -5.1779, 6.2100], [0.1303, -4.9944, 9.4090], [-0.9842, -6.0676, 8.4960], [0.7996, -6.3059, 8.3798], [1.2145, 9.1599, 2.1697], [2.0351, 8.6432, 3.2980], [2.9533, 9.3635, 3.7064], [1.7341, 7.5290, 3.7420], [1.5893, 10.1445, 1.8821], [1.3103, 8.4539, 1.3422], [0.1815, 9.2269, 2.5171], [3.4185, 6.9635, -5.7926], [3.0848, 6.4102, -4.4524], [3.7721, 6.7884, -3.4967], [2.1422, 5.6117, -4.3977], [4.2631, 7.6484, -5.6917], [3.6781, 6.1238, -6.4405], [2.5361, 7.4911, -6.1603]], "charge": -1, "homo_lumo_gap_ev": 3.914, "homo_energy_ev": -3.3}

***

2.
{"formula": "C24H39N7O7S", "method": "ωB97M-V with the def2-TZVPD basis set", "elements": ["C", "C", "C", "C", "O", "C", "N", "C", "C", "O", "C", "C", "O", "C", "C", "N", "S", "N", "C", "H", "H", "H", "H", "H", "H", "H", "H", "H", "H", "H", "C", "C", "O", "N", "C", "H", "H", "H", "H", "H", "H", "H", "C", "C", "O", "N", "C", "H", "H", "H", "H", "H", "H", "H", "C", "C", "O", "N", "C", "H", "H", "H", "H", "H", "H", "H", "C", "C", "O", "N", "C", "H", "H", "H", "H", "H", "H", "H"], "positions_angstrom": [[-3.6825, -5.0311, -2.7036], [-2.5291, -4.7552, -1.8741], [-1.9181, -3.2703, -2.0598], [-2.1095, -2.1348, -0.9972], [-2.8309, -2.4018, 0.2025], [-1.4946, -0.7110, -1.2684], [-1.5468, 0.4478, -0.3591], [-2.8139, 1.2280, -0.4748], [-2.6765, 2.7151, -1.1439], [-3.9482, 0.8360, -0.0840], [-1.1915, 0.1051, 1.0493], [0.4067, 0.1073, 1.4032], [-2.0078, -0.1571, 1.9724], [-0.7103, -0.4820, -2.6121], [-0.5131, -1.6104, -3.6767], [0.1866, -1.4769, -4.9376], [0.0774, -3.0531, -5.5743], [-0.8103, -4.0269, -4.4609], [-1.1001, -3.0484, -3.4071], [-4.5959, -5.6092, -2.3304], [-3.6299, -4.5627, -3.7602], [-2.0618, -5.5304, -1.1704], [-3.7876, -2.1902, 0.1045], [-3.6853, 3.1602, -1.4305], [-1.9684, 2.5573, -2.0490], [-2.0711, 3.3685, -0.4066], [1.0224, -0.4237, 0.5908], [0.7715, 1.1973, 1.4325], [0.5755, -0.3579, 2.4318], [-0.2698, 0.5625, -2.8073], [1.3455, -8.4968, -0.9063], [0.1854, -7.6898, -1.4236], [-0.1960, -6.6669, -0.8689], [-0.4470, -8.1281, -2.5460], [-0.1532, -9.3003, -3.3409], [1.7448, -8.0226, -0.0091], [1.0150, -9.5049, -0.6469], [2.1377, -8.5385, -1.6570], [-1.2148, -7.5343, -2.8316], [0.0722, -8.9758, -4.3592], [-1.0422, -9.9348, -3.3571], [0.6884, -9.8663, -2.9466], [2.0744, -1.4996, 6.5365], [1.3687, -0.6041, 5.5543], [1.1423, -0.9509, 4.4028], [0.9776, 0.6280, 5.9811], [1.1496, 1.2201, 7.2898], [2.3226, -2.4442, 6.0514], [3.0011, -1.0299, 6.8735], [1.4235, -1.7089, 7.3881], [0.5110, 1.1700, 5.2666], [0.1623, 1.4659, 7.6870], [1.7277, 2.1400, 7.1762], [1.6621, 0.5535, 7.9805], [3.3030, 2.3126, -0.6693], [2.0869, 3.0476, -1.1650], [0.9833, 2.5172, -1.2240], [2.2391, 4.3416, -1.5551], [3.4451, 5.1419, -1.5621], [3.0241, 1.2943, -0.3957], [4.0587, 2.2645, -1.4562], [3.7072, 2.8099, 0.2151], [1.3799, 4.7669, -1.8748], [3.2778, 6.0147, -0.9271], [3.6283, 5.4742, -2.5864], [4.3102, 4.5900, -1.1998], [-0.2734, 8.1845, -1.3467], [0.5456, 7.9422, -0.1074], [1.7673, 8.0309, -0.1056], [-0.1127, 7.6147, 1.0377], [-1.5373, 7.4609, 1.2410], [0.3896, 8.4353, -2.1756], [-0.8310, 7.2829, -1.6103], [-0.9578, 9.0204, -1.1866], [0.5031, 7.4675, 1.8257], [-1.8515, 8.1678, 2.0120], [-1.7254, 6.4437, 1.5915], [-2.1060, 7.6412, 0.3310]], "smiles": "C=Cc1c(O)c(N(C(C)=O)C(C)=O)cc2nsnc12.CNC(C)=O.CNC(C)=O.CNC(C)=O.CNC(C)=O", "charge": 0, "homo_lumo_gap_ev": 6.900, "homo_energy_ev": -7.8}

***

3.
{"formula": "C31H56CuN3O3P2", "method": "ωB97M-V with the def2-TZVPD basis set", "elements": ["C", "C", "C", "C", "C", "H", "H", "H", "N", "P", "P", "C", "H", "H", "C", "O", "C", "H", "C", "C", "C", "C", "C", "H", "H", "H", "C", "H", "H", "H", "C", "H", "H", "H", "C", "H", "H", "H", "C", "H", "H", "H", "C", "H", "H", "H", "C", "H", "H", "H", "C", "H", "H", "H", "C", "H", "H", "H", "C", "H", "H", "H", "C", "H", "H", "H", "C", "H", "H", "H", "Cu", "N", "C", "C", "C", "C", "C", "H", "H", "H", "H", "H", "H", "H", "H", "H", "N", "C", "C", "O", "O", "H", "H", "H", "H", "H"], "positions_angstrom": [[-0.4989, 2.7265, -0.4694], [-1.9443, 1.1662, 0.5597], [-1.4176, 3.7633, -0.3194], [-2.8182, 2.2506, 0.8911], [-2.5614, 3.5312, 0.4482], [-1.1883, 4.7209, -0.7763], [-3.7067, 2.0142, 1.4752], [-3.2394, 4.3489, 0.6783], [-0.7113, 1.5046, 0.0333], [2.1178, 1.8073, -0.8189], [-2.0690, -1.8468, 0.7562], [0.7655, 2.9654, -1.3074], [0.5004, 2.8177, -2.3677], [1.0655, 4.0198, -1.2151], [2.0191, -0.9150, 0.8685], [2.6555, -1.8843, 0.9211], [-2.4802, -0.1365, 0.7752], [-3.4266, -0.0336, 1.3393], [-3.7045, -2.6667, 0.0937], [-1.7532, -2.4667, 2.5384], [3.0775, 1.2263, -2.3684], [3.0946, 3.0138, 0.2693], [-3.1832, -3.7506, -0.8631], [-2.7582, -4.6048, -0.3168], [-4.0093, -4.1189, -1.4884], [-2.3999, -3.3418, -1.5151], [-4.6699, -3.2874, 1.1128], [-4.2330, -4.0674, 1.7461], [-5.1397, -2.5262, 1.7482], [-5.4782, -3.7674, 0.5364], [-4.4838, -1.5857, -0.6580], [-5.2381, -2.0623, -1.3016], [-5.0165, -0.9228, 0.0352], [-3.8172, -0.9784, -1.2777], [-1.6548, -4.0022, 2.5369], [-0.7838, -4.3360, 1.9580], [-1.5335, -4.3506, 3.5728], [-2.5381, -4.5000, 2.1261], [-0.3932, -1.9102, 2.9821], [0.4209, -2.2367, 2.3254], [-0.3751, -0.8142, 3.0156], [-0.1732, -2.2724, 4.0002], [-2.8153, -1.9545, 3.5121], [-3.8123, -2.3561, 3.3093], [-2.5373, -2.2707, 4.5291], [-2.8664, -0.8598, 3.5055], [4.2764, 2.2566, 0.8869], [4.8283, 2.9495, 1.5406], [3.9339, 1.4115, 1.4954], [4.9792, 1.8827, 0.1310], [2.1658, 3.5249, 1.3879], [1.3643, 4.1623, 0.9923], [1.7137, 2.7106, 1.9709], [2.7625, 4.1419, 2.0779], [3.6155, 4.2409, -0.4986], [4.1119, 4.9041, 0.2257], [4.3592, 3.9880, -1.2576], [2.8162, 4.8186, -0.9745], [2.1052, 1.2112, -3.5590], [1.9368, 2.2211, -3.9610], [2.5439, 0.6035, -4.3660], [1.1368, 0.7631, -3.2959], [3.5786, -0.2074, -2.0824], [2.7541, -0.9013, -1.8707], [4.1087, -0.5730, -2.9755], [4.2838, -0.2276, -1.2381], [4.2982, 2.0760, -2.7358], [4.0230, 3.0992, -3.0195], [5.0593, 2.0905, -1.9440], [4.7703, 1.6144, -3.6181], [0.7592, 0.1332, -0.0755], [-0.5439, -0.8670, -1.1956], [-1.4656, -1.0844, -1.9068], [-1.8056, -1.3417, -3.4194], [-3.3006, -1.3372, -3.6851], [-1.1633, -0.2504, -4.2688], [-1.2109, -2.6923, -3.8205], [-3.7958, -2.1737, -3.1784], [-3.7546, -0.3925, -3.3620], [-3.4833, -1.4450, -4.7638], [-0.0856, -0.4215, -4.3614], [-1.5869, -0.2589, -5.2835], [-1.3444, 0.7442, -3.8432], [-1.1937, -2.7770, -4.9163], [-0.1801, -2.7809, -3.4483], [-1.7978, -3.5293, -3.4240], [4.0330, -0.1095, 4.6638], [2.7028, 0.4659, 5.0018], [1.9484, 0.5660, 3.6751], [2.5726, 0.0018, 2.6895], [0.8451, 1.1388, 3.6314], [3.9124, -0.6173, 3.7579], [4.4091, -0.6939, 5.4113], [4.7021, 0.6543, 4.5111], [2.1851, -0.1936, 5.7037], [2.8295, 1.4503, 5.4588]], "charge": 1, "homo_lumo_gap_ev": [6.875, 5.491], "homo_energy_ev": [-9.2, -9.2], "multiplicity": 2, "s_squared": 0.79}

***

4.
{"formula": "C3H3F4NO2", "method": "ωB97M-V with the def2-TZVPD basis set", "elements": ["C", "C", "C", "N", "O", "O", "F", "F", "F", "F", "H", "H", "H"], "positions_angstrom": [[0.3964, -0.9432, -1.0627], [-0.5765, -0.1636, -0.2132], [0.3544, -0.1699, 1.3710], [-0.8072, 1.1560, -0.6040], [1.4166, -0.1980, -1.5823], [0.3755, -2.1263, -1.2031], [-1.7442, -0.7516, 0.0715], [-0.4580, 0.1703, 2.3005], [0.7419, -1.3952, 1.6953], [1.4256, 0.6438, 1.4505], [-1.7091, 1.1723, -1.1369], [1.6072, 0.7438, -1.2815], [-1.0226, 1.8616, 0.1949]], "smiles": "N[C@@](F)(C(=O)O)C(F)(F)F", "de_lowest_kcal_mol": 13.8, "charge": 0, "homo_lumo_gap_ev": 11.221, "homo_energy_ev": -10.8}

***

5.
{"formula": "C4H9N4", "method": "ωB97M-V with the def2-TZVPD basis set", "elements": ["C", "C", "C", "C", "N", "N", "N", "N", "H", "H", "H", "H", "H", "H", "H", "H", "H"], "positions_angstrom": [[1.3750, -0.1607, -0.3464], [-0.0970, -1.6360, -0.3293], [-1.0275, -0.7450, 0.0367], [1.2512, 2.2375, 0.2798], [-0.6498, 0.5963, 0.2481], [0.6876, 0.8529, 0.0434], [-0.0252, -2.8893, -0.7896], [-2.2517, -0.9660, 0.5454], [2.4099, -0.3735, -0.5785], [1.2275, 2.6961, -0.7958], [0.7943, 2.8238, 1.1032], [2.3410, 2.0458, 0.3362], [-1.1995, 1.4219, 0.4833], [-0.1965, -3.0921, -1.7746], [0.6800, -3.4212, -0.3178], [-2.6386, -1.9213, 0.7701], [-2.8524, -0.1436, 0.3129]], "de_lowest_kcal_mol": 97.8, "charge": 1, "homo_lumo_gap_ev": 9.274, "homo_energy_ev": -12.4}

***

no.,DFT total energy (eV)
1,-222188.9460
2,-61111.6882
3,-106878.2272
4,-19614.0559
5,-10243.7591